w | 7
Properties=species:S:1:pos:R:3 method="wB97M-V/def2-TZVPD" smiles="O=c1nno[nH]1" homo_energy_ev=-10.7 gap_ev=10.5
C 0.8292 -0.0991 0.1207
H -0.3698 -0.6367 -1.6436
N 0.1102 0.4541 1.2805
N -1.0949 0.6347 1.0547
N -0.1106 -0.1291 -0.7899
O 1.9618 -0.5587 0.2957
O -1.3259 0.3348 -0.3182

x | 7
Properties=species:S:1:pos:R:3 method="wB97M-V/def2-TZVPD" smiles="O=c1[nH]nno1" homo_energy_ev=-11.1 gap_ev=11.7
O -0.7503 0.1909 -1.8735
C -0.3108 0.3110 -0.7620
N -0.1659 -0.7376 0.1594
N 0.3869 -0.3421 1.2933
N 0.6080 0.8686 1.2832
O 0.1464 1.3816 -0.0853
H -0.3299 -1.7173 -0.0047

Most stable = x